(1)
Entry from OMol25: C2H7NS3 in the gas phase (the ωB97M-V functional and the def2-TZVPD basis).

Calculated values
Gap between HOMO and LUMO = 9.31 eV
Molecular weight = 141.286 g/mol
HOMO = -8.68 eV
SMILES = CC(S)(S)NS

XYZ file:
```
13
C2H7NS3 | OMol25 | the ωB97M-V functional and the def2-TZVPD basis
C -0.33402 -0.26982 0.08849
S -1.83284 -0.37848 1.38383
H 0.28351 1.79947 -0.17491
H -2.86244 -0.65316 0.56412
H -1.16164 1.55640 -0.89925
S -0.64964 -1.70588 -1.11634
H 0.53028 -1.06455 1.86081
H 2.33282 1.18996 0.33204
C -0.26548 1.05192 -0.72413
H 0.71483 -1.79116 -1.04386
S 2.25938 -0.14182 0.41924
N 0.74209 -0.53814 0.93195
H 0.24314 0.94525 -1.62200
```



(2)
Entry from OMol25: 2 unconnected molecules or ions with the total composition CH5O2 (the ωB97M-V functional and the def2-TZVPD basis).

Calculated values
Gap between HOMO and LUMO = 8.03 eV
Molecular weight = 49.049 g/mol
Net charge = -1
HOMO = -3.19 eV

XYZ file:
```
8
CH5O2 | OMol25 | the ωB97M-V functional and the def2-TZVPD basis
C -0.05445 0.04302 1.33976
O 0.15561 -0.64007 -1.63206
H -0.04644 0.00528 -0.70802
O -0.08941 0.88728 0.26260
H 0.04200 0.67646 2.22174
H -1.09073 -0.60522 1.34022
H 0.72039 -0.70433 1.47319
H 0.17189 -1.60795 -1.41000
```



(3)
Entry from OMol25: C6H12 in the gas phase (the ωB97M-V functional and the def2-TZVPD basis).

Calculated values
Gap between HOMO and LUMO = 11.41 eV
Molecular weight = 84.162 g/mol
HOMO = -10.11 eV
SMILES = CCCC1CC1

XYZ file:
```
18
C6H12 | OMol25 | the ωB97M-V functional and the def2-TZVPD basis
H 0.87039 1.61613 -1.83131
H -1.62822 0.86865 1.66970
H -3.04619 0.42575 0.70671
H 2.66138 0.34919 0.37815
H 0.65749 1.79964 -0.02789
C -1.95163 0.46450 0.70212
H 2.91112 0.16306 -1.41963
H 0.53337 -1.97528 0.59412
H 0.53357 -0.41738 1.40840
C 0.18541 -0.93728 0.50334
H -1.64475 1.17252 -0.07398
H -1.72903 -1.61107 1.23062
C -1.34768 -0.91959 0.46810
C 0.84126 -0.31671 -0.71227
H 0.64125 -0.84985 -1.64179
C 2.20409 0.30719 -0.60768
H -1.69096 -1.31214 -0.49904
C 0.99913 1.17269 -0.84767
```



(4)
Entry from OMol25: a molecular structure, C37H39InNO22 (the ωB97M-V functional and the def2-TZVPD basis).

Calculated values
Gap between HOMO and LUMO = 4.56 eV
Molecular weight = 964.522 g/mol
Net charge = -1
HOMO = -4.82 eV

XYZ file:
```
100
C37H39InNO22 | OMol25 | the ωB97M-V functional and the def2-TZVPD basis
C -0.18527 1.85290 -4.49591
C -1.42549 -0.71773 -4.73623
C 5.83122 4.15510 2.68143
H -0.27903 1.92641 -6.67784
O 6.36510 -4.04855 4.40456
O -4.83008 -3.55517 0.04692
H 4.73521 3.30387 4.37606
H -1.31484 3.75676 4.51024
C -6.98728 1.88303 -8.03642
C -6.61038 0.76497 -8.89598
O 5.68017 -0.34935 0.68584
C 5.31157 4.22103 4.15991
C -3.44816 -4.74299 4.12282
H 6.20878 2.48009 1.25661
O 3.48834 -1.61768 1.61884
H -6.82144 -6.89221 5.65367
O -1.97092 -1.79945 -4.90413
O -5.05345 -7.53034 6.62468
O 8.53984 -2.72485 3.54057
H -1.81678 -1.27420 -6.93806
O -0.05128 2.13405 -0.17689
C -1.29533 -3.36693 0.21193
H -0.21741 5.11195 3.20079
H -2.66387 -4.97071 0.43095
H 7.05040 2.29010 2.88937
H 4.00887 -3.42309 3.45302
H 6.11252 4.42081 4.89703
O 0.02353 -1.45061 -0.04756
H 4.38000 6.76905 0.92268
H 5.11093 4.47716 0.60686
H -5.49912 -4.42845 3.45207
O -1.41303 -0.40590 -7.13272
C -2.51231 -3.91738 0.24084
C 3.42828 3.93713 1.83321
H 6.74840 4.78202 2.63991
O -3.82428 2.69913 -6.64052
O -6.37830 3.53188 -6.49502
O -7.40956 0.17540 -9.60077
C -1.09521 0.11714 -5.93349
H 1.32513 1.88294 2.61142
C -4.62767 2.08940 -7.31847
O -2.93457 -3.90651 3.40746
C -1.10366 -1.90696 -0.04894
H 8.37347 -3.42980 4.19494
H 5.28330 2.07325 2.70554
C -3.50749 -1.64434 -0.27334
H 8.02535 -0.92543 1.69156
C -3.70011 -3.09987 0.01424
H -1.00402 2.50999 3.51434
O -0.17150 1.47345 -2.09893
C -2.58002 -5.55005 5.03758
H -1.29949 -0.81516 -2.57069
C -0.79055 4.34464 2.63118
C 4.69015 -1.93083 2.10544
O -6.71139 -6.19402 4.98045
O 0.32532 2.94235 -4.34129
H -5.70796 -0.97933 -10.10536
O 2.40100 4.36494 0.95753
C -4.25602 0.95567 -8.16055
O -4.61502 -0.92577 -0.50106
H 0.23542 2.34831 -2.23534
H 4.59443 5.06486 4.25514
C 7.18894 -1.48527 2.08632
O -1.26743 -5.30340 4.98983
C -4.88499 -5.00533 4.13000
C 7.33810 -2.42244 3.02638
H 3.63767 2.86074 1.58996
H -2.13580 -0.04013 -0.50343
C -4.53435 -6.71481 5.88424
C -0.49249 1.00187 -3.29962
H -2.48065 -7.05769 6.52733
H 3.63979 -0.91301 0.95807
N -1.49110 3.40413 3.57244
C -3.09617 -6.47009 5.86061
H -1.52972 4.87004 1.99637
C -2.28981 -1.09359 -0.29962
C -5.39879 -5.92721 4.95037
C -1.07558 -0.19963 -3.42890
O -4.87031 -0.71406 -9.68048
H -8.02783 2.17595 -8.02951
C 4.67316 6.23418 1.84683
C 4.84528 -2.87269 3.04558
H 5.70998 6.58961 2.06284
In 0.72929 3.15910 1.46481
C -0.51833 1.31585 -5.81810
H -1.15464 -4.59955 4.32119
C 4.76718 4.69082 1.64171
H 0.55573 -3.45691 0.34454
O -0.18546 -4.09019 0.41559
H 3.03528 3.95738 2.87666
H 4.06925 6.54033 2.72014
H 0.24539 1.22180 -0.06777
H -5.35618 -1.55516 -0.42265
C 6.17082 -3.19091 3.56034
C 5.86333 -1.18005 1.55029
H -5.53956 3.80265 -6.07296
C -6.06528 2.50667 -7.29410
H -3.21762 0.65302 -8.15574
C -5.17836 0.33101 -8.89905
C 6.15681 2.66078 2.34740
```



(5)
Entry from OMol25: a molecular structure, C42H39BaGeN6O8 (the ωB97M-V functional and the def2-TZVPD basis).

Calculated values
Gap between HOMO and LUMO = 6.13 eV
Molecular weight = 965.746 g/mol
Net charge = -1
HOMO = -4.44 eV

XYZ file:
```
97
C42H39BaGeN6O8 | OMol25 | the ωB97M-V functional and the def2-TZVPD basis
H 3.08102 1.52409 -0.76002
C -3.97210 4.28430 1.25322
H 1.61031 -4.72359 0.89081
C -2.36551 -1.14482 -4.08168
C 2.34526 4.45906 -1.86919
C 1.50374 3.56296 -2.51160
O -3.21149 0.93098 -3.33304
H -2.64764 2.53308 -1.00473
C -2.72305 -3.37905 -5.76898
H -1.83782 1.16170 4.26940
C -3.31593 -2.16878 -6.05503
C 2.47465 1.05083 0.01784
H -2.48197 -0.43205 5.97261
H -1.80284 -4.18350 2.05739
H 1.53929 1.61997 0.04450
H 0.57568 2.59179 1.73507
H 1.95882 -0.30581 2.18212
H 1.23571 0.99446 4.24349
Ba -0.47102 -1.06734 -0.71531
C 1.05210 -4.22610 0.07828
H 3.43664 2.25875 1.53935
C 3.21704 1.20018 1.35444
O -1.30258 -5.59067 -5.28176
C 1.53958 1.49346 3.31931
H -1.05812 -3.91152 -0.38316
H -5.76408 5.16263 2.03544
C 4.81655 -3.69280 -1.49918
Ge -1.68743 2.95486 0.10320
H 2.07976 2.39568 3.62702
N 2.14551 -0.34409 -0.18838
H -2.14424 6.10230 4.11613
C 0.31769 3.16173 -1.91141
C -1.47944 0.14181 4.16123
C 5.06814 -1.37899 -2.28092
H 0.55295 4.98434 0.94326
H 3.27432 4.76369 -2.33512
C -0.03700 3.65549 -0.65320
C -2.24224 0.17160 -3.29864
H 1.22045 -4.82927 -0.82357
C 0.29196 1.98741 2.59688
H -0.11611 -4.07488 2.54650
C -2.66253 5.59247 3.31334
C -4.03783 5.72131 3.17922
O -4.26679 -3.03079 -7.96119
C 0.31113 -2.17206 4.99440
H -4.49504 3.77599 0.45108
H -0.27320 2.62807 3.28204
C 1.99552 4.96569 -0.62483
H 3.35021 -4.59004 -0.34642
H -1.07577 -2.19102 6.64964
C -1.48909 1.19616 1.09379
H -0.66318 -5.37733 0.44009
C -0.51966 -1.59754 2.72181
C 2.48758 0.57676 2.54888
H 6.36900 -2.98422 -2.75865
N -4.13601 -2.04879 -7.24409
C -1.67682 -0.71688 5.30509
H 3.99828 0.34019 -1.87345
N -0.59250 0.92055 2.09280
H -2.86081 -4.23318 -6.41273
C 3.62776 -3.64958 -0.80386
O -1.13896 0.42145 -2.69674
H -4.59734 6.33090 3.87769
N 1.48101 -2.86337 -0.10265
H 2.64570 5.67155 -0.12249
C 2.66118 -2.61780 -0.60370
H -0.31877 2.43442 -2.40944
C -4.69146 5.06645 2.14667
C -1.71496 -2.39110 -3.72538
H 1.44799 -2.40701 3.23281
N -1.08270 -2.29923 1.82918
C 0.81000 4.56757 -0.02393
H -0.87717 4.72320 2.54727
H 4.17908 0.69392 1.23513
H 1.77068 3.16106 -3.48089
C -1.97191 -3.49110 -4.61968
C -0.83734 -3.74362 1.79208
C 5.47343 -2.70395 -2.21889
C -1.94906 4.80891 2.41757
O -2.28933 0.34079 0.72568
H 3.22455 0.21017 3.26853
N -1.44922 -4.82786 -4.33499
O -4.64621 -0.96693 -7.48700
C 4.02905 -0.71957 -1.65528
C -0.87266 -1.72750 5.69077
C 0.51011 -2.08244 3.67295
O -1.21306 -5.14199 -3.18462
C 2.97067 -1.15628 -0.80917
C -3.15144 -1.07251 -5.20427
H -3.64983 -0.13935 -5.42201
H 5.68264 -0.73471 -2.90452
C -2.58919 4.14217 1.37096
O -0.98053 -2.53838 -2.70885
H 5.29992 -4.66632 -1.49470
C -0.43481 -4.30714 0.42727
C -0.88721 -0.16753 2.99768
H 1.09029 -2.62653 5.59743
```



(6)
Entry from OMol25: C3H9NS2 in the gas phase (the ωB97M-V functional and the def2-TZVPD basis).

Calculated values
Gap between HOMO and LUMO = 8.78 eV
Molecular weight = 123.246 g/mol
HOMO = -8.49 eV
SMILES = NCCCSS

XYZ file:
```
15
C3H9NS2 | OMol25 | the ωB97M-V functional and the def2-TZVPD basis
H -1.68528 -0.07836 -0.28960
H -1.43433 -2.50655 1.22682
H 0.94145 4.22127 0.28700
H 0.59560 0.69710 -2.22329
N -0.44415 -2.51543 1.07684
C -0.04212 -1.12036 0.75185
C -0.63079 -0.53850 -0.48715
H -0.79494 -1.32787 -1.17330
C 0.23331 0.63893 -1.07397
H 1.11833 -1.12043 0.61309
H 1.23086 0.65108 -0.54112
S 1.49977 3.43468 -0.72747
H -0.12183 -0.35443 1.42717
S -0.38261 2.40464 -0.84723
H -0.08326 -2.48577 1.98037
```



Q: Among the records above, which one has the lowest gap between HOMO and LUMO?
A: C37H39InNO22